Entry from the OMol25 dataset: C5H6O in the gas phase (ωB97M-V/def2-TZVPD).

CARTESIAN COORDINATES (ANGSTROEM)
C (1.473, 0.544, 0.754)
C (0.315, -0.114, 0.077)
C (-0.400, 0.439, -1.038)
C (-1.587, -0.208, -1.085)
O (-1.649, -1.164, -0.127)
C (-0.481, -1.098, 0.565)
H (1.975, -0.104, 1.477)
H (1.055, 1.396, 1.305)
H (2.211, 0.942, 0.051)
H (-0.050, 1.221, -1.699)
H (-2.483, -0.063, -1.669)
H (-0.379, -1.791, 1.388)

Atoms 1-2, force components in eV/Å:
0.10 0.05 0.06
-0.19 0.02 0.19

Output
DFT total energy   -7328.879 eV
Orbital gap   9.73 eV
Strongest force on any atom   0.005 hartree/bohr
LUMO level   1.1 eV
SMILES string   Cc1ccoc1



Entry from the OMol25 dataset: C5H6O in the gas phase (ωB97M-V/def2-TZVPD).

CARTESIAN COORDINATES (ANGSTROEM)
C (2.263, 0.015, 1.158)
C (1.483, -0.305, 0.299)
C (0.506, -0.714, -0.713)
C (-0.932, -0.530, -0.206)
C (-1.404, 0.892, -0.012)
O (-1.630, -1.490, 0.022)
H (2.962, 0.285, 1.919)
H (0.649, -0.122, -1.626)
H (0.636, -1.771, -0.962)
H (-2.472, 0.894, 0.210)
H (-1.205, 1.492, -0.907)
H (-0.855, 1.353, 0.816)

Atoms 1-2, force components in eV/Å:
-0.32 -0.13 -0.35
0.34 0.15 0.38

Output
DFT total energy   -7327.728 eV
Orbital gap   10.56 eV
Strongest force on any atom   0.010 hartree/bohr
LUMO level   0.9 eV
SMILES string   C#CCC(C)=O



Entry from the OMol25 dataset: C5H6O2 in the gas phase (ωB97M-V/def2-TZVPD).

CARTESIAN COORDINATES (ANGSTROEM)
C (-1.286, 2.519, -0.018)
C (-0.678, 1.488, 0.102)
C (-0.054, 0.177, 0.294)
C (-0.948, -0.968, -0.170)
O (1.164, 0.142, -0.484)
C (2.049, -0.789, -0.110)
O (1.965, -1.504, 0.855)
H (-1.836, 3.428, -0.126)
H (0.222, 0.050, 1.344)
H (-1.887, -0.992, 0.393)
H (-0.416, -1.912, -0.018)
H (-1.173, -0.837, -1.232)
H (2.878, -0.802, -0.831)

Atoms 1-2, force components in eV/Å:
0.21 -0.39 0.03
-0.33 0.37 -0.01

Output
DFT total energy   -9375.244 eV
Orbital gap   11.36 eV
Strongest force on any atom   0.010 hartree/bohr
LUMO level   1.0 eV
SMILES string   C#C[C@@H](C)OC=O



Entry from the OMol25 dataset: C5H6O2 in the gas phase (ωB97M-V/def2-TZVPD).

CARTESIAN COORDINATES (ANGSTROEM)
C (-0.316, 2.376, 0.472)
C (-0.361, 1.194, 0.251)
C (-0.270, -0.270, 0.161)
C (-1.514, -1.002, -0.314)
O (0.791, -0.634, -0.749)
C (2.035, -0.386, -0.314)
O (2.325, 0.060, 0.764)
H (-0.219, 3.407, 0.727)
H (0.017, -0.618, 1.158)
H (-1.643, -0.882, -1.392)
H (-2.396, -0.613, 0.196)
H (-1.408, -2.066, -0.084)
H (2.758, -0.668, -1.096)

Atoms 1-2, force components in eV/Å:
-0.01 -0.54 -0.07
-0.01 0.54 0.24

Output
DFT total energy   -9375.180 eV
Orbital gap   11.24 eV
Strongest force on any atom   0.011 hartree/bohr
LUMO level   1.0 eV
SMILES string   C#C[C@@H](C)OC=O